# 1
Formula: C3H3NO
Source: OMol25
Level of theory: ωB97M-V with the def2-TZVPD basis set

Positions of all 8 atoms, in Å:
O -0.8396 0.2283 1.2913
C 0.5000 -1.0813 0.3222
C 0.5325 -0.5519 -0.8659
N 0.1048 0.7746 -0.7147
C -0.6517 1.0211 0.3233
H 0.7929 -1.4590 1.2707
H 0.7130 -0.9243 -1.8869
H -1.1518 1.9925 0.2601

Calculated values
Total charge: 0
Max |F| in eV Å⁻¹: 2.09
Energy above the lowest of the compared OMol25 structures with the same formula, charge and spin in kJ/mol: 331.34
Gap between HOMO and LUMO in eV: 8.63
E_LUMO in eV: -0.6

***

# 2
Formula: C9H11ClN2
Source: OMol25
Level of theory: ωB97M-V with the def2-TZVPD basis set

Positions of all 23 atoms, in Å:
C -1.3707 -2.2694 0.3180
C -2.3160 -1.2552 0.4804
C 0.0126 -1.8634 0.2735
C -1.9232 0.1116 0.4379
C 0.3278 -0.5036 0.1853
C -0.6203 0.5047 0.2360
C 2.4754 0.1904 0.7159
C 2.0016 -1.0513 -1.4819
C -0.9097 2.9394 0.6234
N 1.7229 -0.3333 -0.1774
N -0.2989 1.7787 0.0248
Cl 4.2737 0.2473 0.4303
H -1.5227 -3.3915 0.1802
H -3.2384 -1.6797 0.2066
H 0.8435 -2.5628 0.3037
H -2.5900 0.8735 0.4150
H 0.6854 1.9468 -0.2469
H 2.5201 -0.3141 -2.1211
H 2.5912 -1.9588 -1.1828
H 0.9637 -1.3297 -1.8394
H -1.1255 3.0525 1.6873
H -0.4532 3.9050 0.2134
H -2.0495 2.9628 0.3177

Calculated values
Total charge: 0
Max |F| in eV Å⁻¹: 4.02
Energy above the lowest of the compared OMol25 structures with the same formula, charge and spin in kJ/mol: 289.13
Gap between HOMO and LUMO in eV: 8.79
E_LUMO in eV: 0.7

***

# 3
Formula: C6H7NS
Source: OMol25
Level of theory: ωB97M-V with the def2-TZVPD basis set

Positions of all 15 atoms, in Å:
C 1.0832 2.3290 -0.0700
C -0.6218 0.3812 0.2192
C -0.4288 -0.3191 -1.0291
C -0.3079 -1.7314 -0.9926
C -0.5342 -2.3803 0.3074
C -0.7287 -0.4419 1.4376
H 1.2679 3.3796 -0.1982
H 1.6767 1.9708 0.8324
H 1.6052 1.8679 -0.8590
H -0.2036 0.2309 -2.0431
H -0.1132 -2.3377 -1.9382
H -0.3813 -3.4784 0.3777
H -0.8961 0.0778 2.3356
N -0.7549 -1.7233 1.4439
S -0.6624 2.1749 0.1765

Calculated values
Total charge: 0
Max |F| in eV Å⁻¹: 5.03
Energy above the lowest of the compared OMol25 structures with the same formula, charge and spin in kJ/mol: 107.86
Gap between HOMO and LUMO in eV: 9.48
SMILES: CSc1cccnc1
E_LUMO in eV: 0.6

***

# 4
Formula: C4H10N3
Source: OMol25
Level of theory: ωB97M-V with the def2-TZVPD basis set

Positions of all 17 atoms, in Å:
C -1.9974 0.1178 0.1013
C -0.7261 -0.2213 0.2244
C 0.3151 0.5976 0.6123
C 1.5286 0.1181 1.1800
N -3.1973 0.1642 0.0730
N -0.6460 -1.6339 -0.0668
N 0.1707 1.9025 0.4620
H -0.6338 0.2082 -1.8833
H 1.3737 0.0781 2.2404
H 2.3067 0.9742 1.2758
H 1.9906 -0.8848 0.7885
H -4.1275 0.1165 -0.3036
H -0.4580 -2.2200 0.8059
H -1.1929 -1.9703 -0.8202
H 0.7428 2.5500 0.9584
H -0.6398 2.3525 0.1495
H -0.6248 0.4827 -2.5584

Calculated values
Total charge: +1
Max |F| in eV Å⁻¹: 6.24
Energy above the lowest of the compared OMol25 structures with the same formula, charge and spin in kJ/mol: 364.11
Gap between HOMO and LUMO in eV: 8.72
E_LUMO in eV: -4.2

***

# 5
Formula: C4H8FN4
Source: OMol25
Level of theory: ωB97M-V with the def2-TZVPD basis set

Positions of all 17 atoms, in Å:
F -1.8529 -2.3691 1.8022
C -1.2674 -1.1456 1.1513
C -0.2908 -1.6774 -0.0668
C -0.4410 -0.5547 -1.2857
C 0.0706 0.8827 -0.6006
N -0.7276 2.0867 -0.1532
N 0.2995 2.8907 0.3585
N 1.5865 2.3113 0.2726
N 1.5571 1.0538 -0.3219
H -2.1138 -0.3962 0.7819
H -0.6535 -0.5263 1.9664
H 0.8304 -1.5713 0.3172
H -0.4988 -2.7757 -0.4137
H 0.2482 -0.8169 -2.2201
H -1.5576 -0.4677 -1.6870
H 2.4899 2.7099 0.6132
H 2.3213 0.3658 -0.5142

Calculated values
Total charge: +1
Max |F| in eV Å⁻¹: 8.58
Energy above the lowest of the compared OMol25 structures with the same formula, charge and spin in kJ/mol: 662.23
Gap between HOMO and LUMO in eV: 9.50
SMILES: FCCCc1nn[nH][nH+]1
E_LUMO in eV: -5.9

***

# 6
Formula: C3H9ClFN3S
Source: OMol25
Level of theory: ωB97M-V with the def2-TZVPD basis set

Positions of all 18 atoms, in Å:
C -3.0524 -0.2027 -0.1312
C -1.8913 0.7121 0.1633
C 1.6767 -0.4436 0.0580
H -3.9819 0.3124 0.1265
H -2.9753 -1.1229 0.4525
H -3.0657 -0.4531 -1.1950
H -1.8135 0.9826 1.2158
H 2.0210 -2.4671 -0.0753
H 2.5156 -1.5840 -1.4499
H 0.5267 -1.1865 1.3631
H 3.2305 0.5461 -0.8133
H 2.1161 2.1202 1.2568
N 1.9547 -1.6203 -0.6150
N 0.9685 -0.3026 1.1084
N 2.2558 0.6683 -0.5699
F -2.0158 1.8609 -0.5637
S 1.8680 2.2435 -0.0623
Cl -0.3375 -0.0631 -0.2689

Calculated values
Total charge: 0
Max |F| in eV Å⁻¹: 12.85
Gap between HOMO and LUMO in eV: 6.95
E_LUMO in eV: 0.6

***

Question: Among the records above, which one has the highest E_LUMO?
Answer: C9H11ClN2

***

Question: Among the records above, which one has the highest gap between HOMO and LUMO?
Answer: C4H8FN4

***

Question: total charge of number 3 (C6H7NS)?
Answer: 0

***

Repeat the third record exactly.
Formula: C6H7NS
Source: OMol25
Level of theory: ωB97M-V with the def2-TZVPD basis set

Positions of all 15 atoms, in Å:
C 1.0832 2.3290 -0.0700
C -0.6218 0.3812 0.2192
C -0.4288 -0.3191 -1.0291
C -0.3079 -1.7314 -0.9926
C -0.5342 -2.3803 0.3074
C -0.7287 -0.4419 1.4376
H 1.2679 3.3796 -0.1982
H 1.6767 1.9708 0.8324
H 1.6052 1.8679 -0.8590
H -0.2036 0.2309 -2.0431
H -0.1132 -2.3377 -1.9382
H -0.3813 -3.4784 0.3777
H -0.8961 0.0778 2.3356
N -0.7549 -1.7233 1.4439
S -0.6624 2.1749 0.1765

Calculated values
Total charge: 0
Max |F| in eV Å⁻¹: 5.03
Energy above the lowest of the compared OMol25 structures with the same formula, charge and spin in kJ/mol: 107.86
Gap between HOMO and LUMO in eV: 9.48
SMILES: CSc1cccnc1
E_LUMO in eV: 0.6